Formula: C18H14BrN4O6PdS4Sb
Source: the Open Molecules 2025 dataset
Level of theory: wB97M-V/def2-TZVPD

Last column: natural (NBO) charge in e.
CARTESIAN COORDINATES (ANGSTROEM)
S  -3.13848  -1.46668  4.36234  -0.6608
H  2.19726  3.13468  0.57233  0.2343
C  -2.91390  3.87830  -0.92759  -0.2216
S  0.41408  -1.29720  2.46198  -0.5122
H  -1.21154  -5.52803  0.91906  0.2190
C  -2.26873  2.93939  -0.14356  -0.1011
C  0.77849  -3.85229  0.06054  0.7710
O  0.54465  2.83131  2.50539  -0.9508
O  -0.46926  -1.37700  -1.83642  -0.4809
H  4.40394  2.68329  -0.46361  0.2086
C  2.42720  2.17303  0.13989  -0.2919
C  1.91779  -6.07236  -0.19506  -0.1609
C  -3.31245  6.24803  -1.68360  -0.6270
C  1.88084  -7.44696  -0.07703  -0.1365
N  -0.74075  -0.39282  -2.61885  0.3475
C  -0.31896  -6.06964  0.63346  0.0624
S  -2.46169  -1.02622  0.44096  -0.5164
C  1.47314  1.14864  0.16020  0.4142
H  3.09051  -1.33870  -1.23878  0.2360
C  -0.93673  4.69684  0.83680  -0.1743
H  0.70669  -9.15148  0.49637  0.1936
N  0.19365  1.16025  0.62752  -0.9610
C  -2.58963  5.23105  -0.84328  -0.0075
N  1.77167  -0.06563  -0.34450  -0.5079
Sb  -1.84536  -0.99713  2.64426  1.5311
H  -1.32629  6.67410  0.11392  0.2044
O  -0.81783  0.69924  -2.11694  -0.4214
S  -0.41609  2.14294  1.68310  2.3680
H  -2.63129  7.02168  -2.03908  0.2134
C  0.78378  -5.36275  0.16812  -0.1687
H  -0.16297  4.99529  1.53094  0.2364
H  -4.09786  6.74067  -1.10595  0.2171
C  3.65231  1.90380  -0.43165  -0.1419
N  -0.34677  -7.39595  0.75291  -0.4132
Pd  -0.08728  -1.11416  0.12184  1.0783
H  4.89292  0.42110  -1.40811  0.2160
O  -0.35675  -3.31083  0.26943  -0.7086
O  1.83061  -3.28294  -0.23764  -0.7098
H  -3.67419  3.55425  -1.62801  0.2097
C  3.93502  0.64537  -0.96229  -0.3124
O  -1.47567  1.40628  2.38968  -1.0066
H  -3.78068  5.78108  -2.54940  0.2154
C  -1.28450  3.36073  0.73879  -0.3646
C  2.95494  -0.32367  -0.88717  0.0818
H  2.78765  -5.53721  -0.55001  0.2516
C  0.74003  -8.07247  0.39895  0.0025
H  -2.50213  1.88491  -0.22569  0.2439
C  -1.59464  5.62606  0.04394  -0.2285
Br  3.38527  -8.50019  -0.55849  0.0301

As for the highest occupied orbital energy (alpha / beta): -0.2123 / -0.2231 Eh. The total charge is -1. The multiplicity is 2. As for the expectation value of S²: 0.756. The relative energy (zero: lowest compared OMol25 entry of this formula, charge and spin) comes out at 50.9 kJ/mol.